--- one ---
The following is a quantum chemistry calculation of a 13-piece molecular cluster, C19H64N12O13 overall, from OMol25.

Element x y z (Å)
H -2.0093 -3.6743 1.6243
H 3.3977 -0.3092 -1.3350
H -3.1926 -3.1470 -1.8566
H 0.5431 -0.9358 2.1167
C -3.2720 -1.3613 -3.0335
H 0.4913 -1.9299 -3.1677
C -0.5401 0.4434 0.1183
O -4.0303 -0.2944 -3.3899
O 2.7492 1.5085 0.6882
C 1.4751 2.5979 -2.3101
H -0.3091 -3.4891 -0.0497
N 4.9053 1.6202 1.6500
H -5.9656 0.1197 2.0944
H -2.8732 -0.9807 0.3990
H -3.4018 4.1094 1.8204
H -2.8430 2.5096 -0.9564
C 2.9329 -1.2609 -1.3199
H -1.2376 0.1455 0.8596
H -1.2337 -4.9276 -3.0953
C -0.9595 0.6164 4.1606
C 4.0063 2.0184 0.8488
N -2.1500 2.7046 -1.7402
H 1.8188 -2.6976 -3.9269
H -0.9022 -2.0200 -0.7687
H 3.6639 -1.4104 0.7214
H 2.2320 4.1587 -1.2108
N 1.2142 3.3400 -3.3468
H -3.4947 -1.5249 1.8562
O 1.3573 1.2395 -2.1259
H -1.6345 1.8163 -1.6114
C 0.3214 -4.1022 -3.0745
H 2.7219 -1.6287 4.5816
O -3.9338 1.4565 -0.0649
C 3.3586 -2.1320 -0.1438
H 3.7041 3.6940 -0.2533
C 1.3752 3.9038 2.0349
C -1.8774 -2.6609 1.1290
C 0.6894 -5.3580 -3.8113
N 1.9188 -1.3544 4.0042
H -4.1334 0.9220 3.2505
H 3.2453 -1.6568 -2.2410
N -3.8301 1.2362 2.2760
H 1.5475 2.8819 2.4563
H 2.0263 2.4123 -0.5966
N -1.1718 3.8675 -2.4530
H 1.8035 0.1305 1.4109
H 1.2570 -2.0652 3.7926
N -5.5291 0.3892 1.2219
C -1.2233 3.4267 -1.2374
H 1.4915 -5.2209 -4.5321
H 2.1802 -3.8039 -0.4059
H 0.1207 -2.6972 -4.7671
O -1.7014 2.7122 1.9313
H -0.4153 -0.2546 4.4492
C 2.4280 -3.1792 0.4132
N -1.9823 -1.2796 -3.0797
C -2.4032 3.9164 2.2953
H 2.9286 -3.7932 1.2294
O 3.7702 -0.4036 2.8614
O 4.3461 -2.7867 -0.4387
H -1.8339 -3.6625 -0.7164
H -4.7526 -2.6232 -2.3274
H -0.2252 3.4906 -2.9161
H -3.7966 -2.4538 0.3364
H 0.5769 1.6913 4.3781
O -0.9282 -4.0313 -3.0465
O -0.1276 1.6504 3.7498
H -1.2298 -0.3743 -1.4204
H 3.3344 4.2170 1.6908
H -1.5460 0.8314 5.0693
N 1.8543 3.1582 -1.2933
H -1.3920 -2.0667 -3.0137
H 4.6674 0.8829 2.2525
H -5.9494 0.0802 0.3436
C -4.4317 1.0390 1.1645
H -0.1330 -5.8591 -4.3266
N 4.2958 3.1664 0.4014
H -2.8445 3.7656 3.2591
H 1.4925 -2.7568 0.7573
H -2.9155 1.8155 2.1479
H -1.7883 4.7690 2.1195
C -3.0973 -1.8212 0.9391
H -1.1470 2.3887 2.5912
H 1.5701 4.3377 -3.4051
N 1.5466 -0.5873 2.1034
H 4.0239 -3.4418 -1.1321
H 0.1378 -0.3635 0.0463
C -1.1996 -2.9607 -0.2361
N -3.7266 -2.4594 -2.4330
H 0.0333 1.2478 0.4408
H 1.2207 -5.9903 -3.1154
H 0.7815 -4.0525 -2.1217
H -0.7372 4.8186 -2.3223
H 1.0932 3.8293 0.9893
O -1.0318 0.5099 -1.1906
O -1.0630 -2.1725 1.9089
H -1.6699 -0.3927 -3.5532
H 5.6927 2.1906 1.9140
C 2.4108 -0.7878 3.0074
H 0.6238 4.3490 2.6718
H 1.8774 -1.0966 -1.3933
O -1.4534 4.5034 -0.4568
H 5.2455 3.5608 0.4598
C 0.7512 -2.8201 -3.8394
H 1.3742 2.7762 -4.2074
O 2.6550 4.5599 2.2460
H -0.3287 -2.7394 2.1712
H -1.6810 0.3270 3.3561

Properties
Frontier orbital gap in hartree: 0.18720
Spin multiplicity: 1

--- two ---
The following is a quantum chemistry calculation of a 13-piece molecular cluster, C19H64N12O13 overall, from OMol25.

Element x y z (Å)
O 0.6188 -3.5207 -3.9853
N -0.4208 0.6081 -1.4547
H 3.7834 2.3601 -2.6292
O -4.3862 -2.0373 2.0616
H 3.5446 -0.0280 0.7441
H 1.3587 3.4644 -0.4363
C 2.2114 -0.1482 -3.4831
H -4.3677 -3.4396 -2.6626
C 1.8479 1.0551 -4.2595
C 1.7004 -3.3136 -3.1201
H 2.9201 -3.0288 -4.5513
H -1.2948 1.3487 1.6343
C -2.0966 2.1887 3.2685
H -2.7213 -2.0488 -2.1268
H 3.1911 -0.7019 2.7460
H 2.8126 4.1955 -3.3225
H -0.6823 -2.2259 -3.0844
H 1.2569 1.6915 -3.6231
H -2.9646 -1.3856 3.9364
C 3.3254 -1.1077 0.8918
H -1.5732 3.2834 -2.2256
N -0.6778 3.2574 -1.7463
O 2.4691 0.0991 -2.1426
H 2.2225 -3.0748 2.4672
O -2.6714 2.0473 4.5147
H -5.8352 -1.9034 -0.5700
H -1.4141 -1.1695 3.1569
C -1.3150 -0.8924 -4.2523
H 3.1427 -0.5459 -3.8670
O 2.0754 2.4958 3.2132
H -1.4997 -4.1020 2.4529
H -1.8701 3.5816 1.7818
O 2.4585 3.8101 -2.5098
H 4.2180 2.1948 -0.0500
H 0.3122 -3.3914 1.3969
C 0.4914 -0.7311 4.5616
H 2.7147 1.6364 -4.5089
H -2.9347 0.2988 -3.5252
H 0.6659 0.7172 1.4325
H 4.4954 3.6622 -2.0269
H -6.2669 -3.4095 -1.2537
H 1.5861 0.7831 -5.2868
H -3.3641 -1.1474 -4.5250
N 0.2617 1.0042 0.5318
H 1.0876 0.1329 4.7163
H 2.6495 5.2798 1.6189
O 0.1536 -0.9613 3.2163
O 2.6880 -1.2637 2.1458
C -0.6301 -4.2342 3.0425
O -1.8917 3.9557 0.1199
H 0.0894 3.3615 -2.4032
H -0.6688 -5.1636 3.5251
H 0.3876 2.0147 0.2225
N 0.5722 4.3269 2.4551
H -0.4574 1.6728 -1.5542
H -4.6490 -1.7254 -3.1901
N 1.5651 -3.4267 -1.8787
H 4.3037 -1.6082 0.8638
C -3.0330 -1.8330 2.0152
N -1.7956 3.3830 2.7820
H -0.9636 -1.5847 -4.9739
H 1.7529 0.5595 -1.6844
N 2.9626 -3.3604 -3.5347
H 0.7618 -5.0055 1.6155
H 2.6314 2.1451 -0.2718
H 3.7846 -3.1856 -2.9067
O -1.3557 -1.5828 -3.0210
H 0.6549 -3.5387 -1.4688
C 3.3959 2.8036 -0.4397
C -0.7208 3.7154 -0.5670
N -1.9716 1.2210 2.3956
H -2.8641 -2.2463 0.1363
N 0.4142 3.5991 -0.0180
O 1.7464 -3.7790 2.9563
C -2.7168 -0.3393 -4.3805
H -0.7716 0.0524 -4.2166
H 1.1003 -1.5506 4.9319
H 2.6568 -1.1965 0.0113
H -2.2334 0.3001 2.5951
H -0.5609 -3.3276 3.7705
H -1.1742 -1.7021 5.3376
C 0.6080 -4.1227 2.1773
O -3.4981 -2.1754 -1.5004
H 2.2926 -3.0191 -1.2922
H -1.3115 -1.8241 0.9464
N -2.2969 -2.0775 1.0494
H -0.7704 -0.0026 -2.1914
O 0.0744 -1.2746 -0.0454
C 1.7377 3.8414 2.7583
H -2.7344 0.2921 -5.2997
H -6.6323 -1.9144 -2.1999
H 0.4744 3.9810 1.0458
C -0.0012 0.0883 -0.3551
C -0.7269 -0.7347 5.5203
H -2.0223 4.2738 3.2529
C -4.6067 -2.4689 -2.3302
H 3.3065 3.7186 0.1350
C -5.9470 -2.4297 -1.5628
C 3.5964 3.1625 -1.9363
H 0.9532 -1.2973 2.6989
H -1.4372 0.0489 5.2778
H 0.4229 5.3788 2.3828
H -0.5496 -0.6506 6.5816
N -2.4300 -1.3352 3.0649
N 2.6373 4.8003 2.4733
H 3.6054 4.4810 2.7032
H -0.3179 3.7661 2.7003
H 1.3452 -0.8444 -3.5824

Properties
Frontier orbital gap in hartree: 0.24877
Spin multiplicity: 1

Question: of the structures shown, which is the least stable? Reply: one.